# C6H5BrClN2O4S

A cluster of 2 separate species, C6H5BrClN2O4S in total (ωB97M-V/def2-TZVPD, OMol25).

Summary:
**Orbital gap**: 7.36 eV
**2S+1**: 1
**Relative energy (zero: lowest compared OMol25 entry of this formula, charge and spin)**: 0.037 eV
**Net charge**: -1
**E**: -110873.11366 eV

Each line ends with the Mulliken charge.
CARTESIAN COORDINATES (ANGSTROEM)
C 0.49 -0.05 2.44  -0.430
C -0.74 -0.45 1.92  0.642
C 1.52 0.41 1.67  0.368
C -0.95 -0.20 0.46  0.274
C 1.35 0.69 0.36  -0.454
C 0.36 0.65 -1.63  -0.115
N 0.04 0.40 -0.19  0.113
N -2.08 -0.51 -0.08  -0.700
O -1.69 -0.99 2.51  -0.780
O 2.53 2.26 -1.51  -0.616
O 2.98 -0.10 -1.74  -0.593
O -0.07 -0.35 -2.50  -0.523
S 2.16 0.91 -1.18  0.942
Cl -3.46 -2.49 -1.48  -0.483
Br 3.34 0.84 2.20  -0.238
H 0.69 -0.07 3.48  0.419
H -0.11 1.67 -2.00  0.204
H -2.68 -0.69 0.63  0.271
H -2.63 -1.40 -1.11  0.326
H -1.06 -0.55 -2.26  0.372



# C9H12N2O2

A structure of composition C9H12N2O2 (ωB97M-V/def2-TZVPD, OMol25).

Summary:
**Orbital gap**: 8.45 eV
**2S+1**: 1
**Relative energy (zero: lowest compared OMol25 entry of this formula, charge and spin)**: 6.340 eV
**E**: -16595.97595 eV

Each line ends with the Mulliken charge.
CARTESIAN COORDINATES (ANGSTROEM)
C -2.61 -0.48 -0.13  0.638
C -2.73 0.86 -0.53  -0.511
C -1.54 1.70 -0.62  -0.759
C -0.31 1.29 -0.07  0.117
C 2.15 1.12 0.86  -0.689
C 2.16 -0.24 0.52  0.321
C 2.83 -0.40 -0.75  -0.674
C -0.21 -0.16 0.20  0.433
C -1.37 -0.99 0.20  -0.241
H -4.43 -1.09 -0.40  0.329
H -3.42 -2.26 0.39  0.311
H -3.81 1.04 -0.84  0.198
H -1.36 2.66 -1.21  0.288
H 3.16 1.79 1.10  0.248
H 1.43 1.32 1.79  0.314
H 2.79 -0.81 1.35  0.328
H 3.93 -0.38 -0.68  0.366
H 2.44 0.65 -1.49  0.240
H 1.48 -1.89 -0.98  0.381
H 0.61 -1.16 1.55  0.302
H -1.04 -2.07 0.52  0.180
N -3.82 -1.16 0.48  -0.670
N 0.88 -0.79 0.67  -0.434
O 1.02 1.84 0.03  -0.463
O 2.55 -1.88 -0.93  -0.553



# C5H7NO

A cluster of 2 separate species, C5H7NO in total (ωB97M-V/def2-TZVPD, OMol25).

Summary:
**Orbital gap**: 10.79 eV
**2S+1**: 1
**Relative energy (zero: lowest compared OMol25 entry of this formula, charge and spin)**: 4.981 eV
**E**: -8831.22178 eV

Each line ends with the Mulliken charge.
CARTESIAN COORDINATES (ANGSTROEM)
C 0.10 1.19 -0.99  -0.256
N 1.21 1.70 -1.32  -0.583
C 1.21 0.48 -0.50  0.794
C 2.09 -0.08 0.49  -0.264
O 1.82 -0.73 -0.79  -0.444
H -0.96 1.34 -1.15  0.312
H 3.08 0.36 0.55  0.260
H 1.76 -0.63 1.37  0.200
C -2.25 -0.43 -0.01  -0.746
C -1.26 -1.03 0.63  -0.420
H -2.72 0.47 0.38  0.343
H -2.59 -0.77 -0.99  0.321
H -0.89 -0.66 1.58  0.234
H -0.75 -1.90 0.21  0.250



# C23H37MoN2O2P3

A structure of composition C23H37MoN2O2P3 (ωB97M-V/def2-TZVPD, OMol25).

Summary:
**Orbital gap (spin up / spin down)**: 2.35 / 2.35 eV
**2S+1**: 3
**⟨S²⟩**: 2.01
**Relative energy (zero: lowest compared OMol25 entry of this formula, charge and spin)**: 4.209 eV
**Net charge**: +4
**E**: -61198.86999 eV

Each line ends with the Löwdin spin population.
CARTESIAN COORDINATES (ANGSTROEM)
P 3.72 -2.32 0.64  0.000
C 4.07 -1.68 2.34  0.000
H 5.13 -1.52 2.63  0.000
H 3.60 -2.39 3.03  0.000
H 3.52 -0.72 2.46  0.000
C 4.92 -3.51 -0.09  0.000
H 4.82 -3.48 -1.19  0.000
H 4.53 -4.49 0.23  0.000
H 5.97 -3.41 0.20  0.000
C 4.17 -0.76 -0.30  0.000
H 5.26 -0.59 -0.44  0.000
H 3.70 0.06 0.27  0.000
H 3.67 -0.81 -1.29  0.000
P -1.30 4.10 -0.61  0.609
C -1.54 4.52 1.13  0.097
H -1.66 5.60 1.21  0.020
H -0.61 4.21 1.63  0.007
H -2.40 3.97 1.52  0.000
C -0.66 5.54 -1.50  0.085
H -0.76 5.37 -2.58  -0.001
H 0.40 5.72 -1.25  0.002
H -1.25 6.41 -1.22  0.022
C -2.92 3.95 -1.41  0.091
H -3.43 4.93 -1.37  0.024
H -3.55 3.19 -0.91  0.000
H -2.76 3.67 -2.47  0.001
P -2.66 -2.02 0.58  0.000
C -3.06 -2.71 2.22  0.000
H -3.82 -3.50 2.11  0.000
H -3.44 -1.96 2.94  0.000
H -2.17 -3.20 2.63  0.000
C -3.97 -2.74 -0.43  0.000
H -4.18 -3.75 -0.05  0.000
H -3.64 -2.82 -1.47  0.000
H -4.87 -2.13 -0.36  0.000
C -1.06 -2.53 -0.08  0.002
H -0.90 -3.61 0.09  0.000
H -0.26 -1.94 0.39  0.001
H -1.00 -2.36 -1.17  0.001
Mo 0.75 0.31 -2.45  0.870
C 0.96 1.14 -0.09  0.061
O 1.10 1.28 1.06  0.027
C -2.88 -0.20 0.54  0.001
O -3.10 0.93 0.32  0.005
C -1.09 0.26 -3.46  0.016
C -0.62 -1.04 -3.21  0.010
C 0.72 -1.41 -3.58  0.003
C 1.53 -0.44 -4.23  0.005
C 1.05 0.85 -4.46  0.001
C -0.26 1.22 -4.06  0.007
H -2.06 0.61 -3.10  0.008
H -1.32 -1.69 -2.67  0.007
H 1.17 -2.33 -3.26  0.004
H 2.61 -0.58 -4.36  0.003
H 1.71 1.65 -4.80  0.003
H -0.64 2.23 -4.15  0.006
N 0.86 -0.11 7.68  0.000
C 0.66 -0.21 6.53  0.000
C 0.38 -0.37 5.13  0.000
C 0.80 -1.52 4.46  0.000
C 0.38 -1.70 3.14  0.000
N -0.43 -0.85 2.49  0.000
C -0.74 0.29 3.11  0.000
C -0.35 0.59 4.42  0.000
H 1.40 -2.28 4.97  0.000
H 0.70 -2.59 2.60  0.000
H -1.37 0.98 2.56  0.000
H -0.63 1.54 4.89  0.000



# C3H5NO3

An isolated molecule of C3H5NO3 (ωB97M-V/def2-TZVPD, OMol25).

Summary:
**Orbital gap**: 11.01 eV
**2S+1**: 1
**Relative energy (zero: lowest compared OMol25 entry of this formula, charge and spin)**: 2.057 eV
**E**: -10823.63052 eV

Each line ends with the Mulliken charge.
CARTESIAN COORDINATES (ANGSTROEM)
N 0.24 0.76 -1.11  -0.461
C -0.34 -0.55 -1.01  0.266
O -1.35 -0.48 -0.03  -0.420
C -0.61 -0.23 1.15  -0.323
C 0.84 -0.28 0.67  0.629
O 1.85 0.15 1.14  -0.542
O 0.74 -1.23 -0.42  -0.444
H 1.14 0.77 -1.58  0.220
H -0.33 1.58 -1.19  0.183
H -0.75 -1.01 -1.91  0.365
H -0.69 -1.07 1.84  0.239
H -0.93 0.69 1.63  0.289



# C8H9NO4

A cluster of 2 separate species, C8H9NO4 in total (ωB97M-V/def2-TZVPD, OMol25).

Summary:
**Orbital gap (spin up / spin down)**: 6.36 / 9.47 eV
**2S+1**: 1
**Relative energy (zero: lowest compared OMol25 entry of this formula, charge and spin)**: 7.277 eV
**E**: -18113.06010 eV

Each line ends with the Mulliken charge.
CARTESIAN COORDINATES (ANGSTROEM)
C -2.36 -0.05 0.33  -0.538
C -1.85 1.16 0.14  -1.058
C -1.57 -1.39 0.39  -0.715
C -0.37 1.31 -0.09  1.308
C -0.09 -1.28 -0.01  1.659
C 0.31 0.05 -0.37  -0.215
C 0.36 2.54 0.33  -1.187
C 0.44 -2.43 -0.80  -1.236
N 2.96 0.18 0.32  0.694
O 3.56 -0.87 0.37  -0.448
O 3.19 1.34 0.65  -0.521
O -0.44 -1.45 1.32  -0.518
O 0.12 0.75 -1.46  -0.472
H -3.43 -0.17 0.40  0.389
H -2.43 1.97 0.10  0.581
H -2.26 -2.14 0.19  0.424
H 1.40 2.23 0.73  0.259
H -0.14 3.12 1.10  0.372
H 0.53 3.24 -0.55  0.280
H 0.12 -3.46 -0.55  0.402
H 1.63 -2.56 -0.68  0.228
H 0.33 -2.08 -1.85  0.312